No. 1
DFT (ωB97M-V/def2-TZVPD) results for a 6-piece molecular cluster, C29H59IN8O6 overall.

Structure (SMILES): CCOC[C@](C#N)([C@H](I)CC)[C@@](C#N)(CC)CNC.CNC(C)=O.CNC(C)=O.CNC(C)=O.CNC(C)=O.CNC(C)=O
Frontier orbital gap (eV): 9.66
Net charge: 0
Calculated total energy (a.u.): -2327.6000
HOMO energy (eV): -9.141

Geometry (Å):
C  -3.720  -3.767  -0.911
C  -2.772  -2.583  -1.124
O  -3.396  -1.520  -1.843
C  -3.078  -1.432  -3.201
C  -2.418  -0.084  -3.592
C  -2.395  -0.110  -5.073
N  -2.384  -0.101  -6.217
C  -0.961  0.037  -3.069
I  0.333  -1.424  -3.991
C  -0.771  -0.120  -1.544
C  0.128  0.961  -0.941
C  -3.301  1.195  -3.249
C  -3.326  1.448  -1.798
N  -3.308  1.635  -0.671
C  -2.717  2.457  -3.952
C  -3.004  3.774  -3.234
C  -4.788  1.029  -3.749
N  -5.778  0.823  -2.709
C  -6.363  -0.518  -2.619
H  -3.217  -4.707  -1.151
H  -4.049  -3.831  0.128
H  -4.594  -3.682  -1.558
H  -1.866  -2.912  -1.644
H  -2.457  -2.168  -0.163
H  -3.991  -1.547  -3.793
H  -2.403  -2.238  -3.510
H  -0.527  0.982  -3.385
H  -1.728  -0.115  -1.029
H  -0.301  -1.082  -1.342
H  -0.080  1.948  -1.365
H  -0.069  1.023  0.132
H  1.187  0.727  -1.075
H  -3.143  2.500  -4.957
H  -1.640  2.361  -4.091
H  -2.814  4.602  -3.921
H  -4.047  3.849  -2.914
H  -2.356  3.913  -2.368
H  -5.034  1.951  -4.280
H  -4.818  0.227  -4.495
H  -6.525  1.483  -2.857
H  -6.279  -1.073  -3.562
H  -5.891  -1.088  -1.818
H  -7.426  -0.433  -2.384
C  -0.128  0.433  4.984
C  0.654  0.838  3.762
O  1.362  0.049  3.145
N  0.557  2.129  3.357
C  -0.211  3.201  3.951
H  0.055  -0.621  5.166
H  0.203  1.007  5.850
H  -1.197  0.593  4.837
H  1.100  2.335  2.533
H  -0.942  3.593  3.242
H  0.445  4.018  4.260
H  -0.741  2.840  4.826
C  5.587  2.124  5.207
C  4.223  1.763  4.659
O  3.219  1.796  5.354
N  4.148  1.383  3.360
C  5.215  1.303  2.385
H  5.473  2.379  6.257
H  6.275  1.283  5.121
H  6.022  2.975  4.679
H  3.219  1.083  3.080
H  5.003  1.940  1.525
H  5.338  0.278  2.031
H  6.153  1.628  2.824
C  0.697  -5.348  -3.548
C  -0.680  -5.785  -3.989
O  -1.646  -5.715  -3.243
N  -0.814  -6.253  -5.257
C  0.209  -6.393  -6.272
H  0.620  -4.990  -2.525
H  1.416  -6.167  -3.585
H  1.061  -4.535  -4.177
H  -1.757  -6.522  -5.491
H  -0.029  -5.789  -7.149
H  0.307  -7.434  -6.586
H  1.167  -6.064  -5.883
C  3.889  7.761  5.505
C  4.332  6.642  4.590
O  4.963  6.856  3.568
N  4.000  5.375  4.950
C  3.259  4.920  6.112
H  4.232  8.698  5.077
H  2.803  7.786  5.596
H  4.317  7.645  6.501
H  4.320  4.676  4.298
H  3.867  4.245  6.712
H  2.371  4.374  5.793
H  2.956  5.765  6.723
C  1.892  -2.355  0.380
C  2.413  -3.603  -0.298
O  3.164  -3.547  -1.258
N  1.996  -4.802  0.192
C  1.102  -5.052  1.303
H  2.308  -1.495  -0.135
H  0.803  -2.306  0.330
H  2.186  -2.315  1.430
H  2.375  -5.594  -0.303
H  1.600  -5.633  2.082
H  0.218  -5.603  0.975
H  0.775  -4.113  1.737

No. 2
DFT (ωB97M-V/def2-TZVPD) results for a 3-piece molecular cluster, C2H12N2O2 overall in a non-equilibrium geometry.

ΔE to the lowest compared entry with this formula, charge and spin (kJ/mol): 229.13
Structure (SMILES): NCCN.O.O
Frontier orbital gap (eV): 9.82
Net charge: 0
Calculated total energy (a.u.): -343.3058
HOMO energy (eV): -8.882

Geometry (Å):
C  -0.496  -1.741  -0.141
C  0.342  -1.164  1.004
N  0.248  -2.108  2.126
N  -0.889  -0.623  -1.138
H  0.022  -2.486  -0.720
H  -1.437  -1.987  0.358
H  1.453  -1.123  0.706
H  -0.084  -0.245  1.456
H  -0.699  -2.075  2.583
H  1.013  -2.409  2.630
H  -1.748  -0.845  -1.558
H  -0.949  0.376  -1.131
H  0.542  3.195  -0.117
H  -0.325  4.299  0.966
O  -0.285  3.648  0.260
H  0.589  0.516  -1.343
H  1.123  0.902  -2.815
O  1.025  1.157  -1.900

These records have LUMO level values of 0.0191, 0.0345 Ha, in the order they appear.